<A>
Here is a cluster of 2 separate species, C4H10O in total from OMol25. Energies are from ωB97M-V/def2-TZVPD.

- highest occupied orbital energy (Ha) = -0.32306
- Kohn-Sham gap (eV) = 9.95
- SMILES = C=COCC.[H][H]
- E_LUMO (eV) = 1.16

Element x y z (Å)
C  -1.318  -1.449  -1.276
C  -0.284  -0.788  -0.761
O  -0.194  -0.484  0.555
C  0.934  0.294  0.931
C  0.698  0.787  2.343
H  -0.981  0.823  -3.008
H  -2.141  -1.783  -0.654
H  -1.345  -1.669  -2.336
H  -0.721  1.165  -3.615
H  0.551  -0.450  -1.378
H  1.047  1.141  0.239
H  1.847  -0.315  0.870
H  1.548  1.384  2.689
H  0.562  -0.060  3.022
H  -0.205  1.404  2.379

---

<B>
Here is a cluster of 3 separate species, C4H10O in total from OMol25. Energies are from ωB97M-V/def2-TZVPD.

- highest occupied orbital energy (Ha) = -0.36122
- Kohn-Sham gap (eV) = 10.99
- SMILES = [H][H].CC=O.C=C
- E_LUMO (eV) = 1.16

Element x y z (Å)
C  1.863  0.437  0.496
C  1.959  -0.647  -0.540
O  1.075  -1.429  -0.803
C  -1.887  -0.919  0.670
C  -2.427  0.278  0.466
H  2.188  1.394  0.074
H  2.552  0.204  1.318
H  0.842  0.514  0.878
H  -0.249  1.397  -2.067
H  2.930  -0.708  -1.076
H  -1.924  -1.394  1.648
H  -1.366  -1.458  -0.116
H  -2.921  0.825  1.265
H  -2.390  0.758  -0.508
H  -0.244  0.748  -1.703

---

<C>
Here is a cluster of 2 separate species, C4H10O in total from OMol25. Energies are from ωB97M-V/def2-TZVPD.

- highest occupied orbital energy (Ha) = -0.32642
- Kohn-Sham gap (eV) = 9.67
- SMILES = C=CO.CC
- E_LUMO (eV) = 0.78

Element x y z (Å)
C  -1.313  0.068  2.806
C  -1.666  -0.770  1.602
H  -1.718  1.064  2.601
H  -0.257  0.160  2.985
H  -1.951  -0.249  3.645
H  -2.115  -0.448  0.633
H  -0.895  -1.504  1.332
H  -2.538  -1.567  1.753
C  1.742  0.932  -0.810
C  1.496  0.158  -1.866
O  0.191  -0.127  -2.240
H  2.633  0.698  -0.233
H  1.153  1.734  -0.391
H  2.306  -0.439  -2.288
H  0.185  -1.015  -2.618

---

How do the energies compare? Relative to the most stable structure, in eV: <A> 0.000; <B> 0.295; <C> 0.352.